This record from the Open Molecules 2025 dataset describes a 5-piece molecular cluster, C78H47Cl2FN2O12 overall in a non-equilibrium geometry. The level of theory is the ωB97M-V functional and the def2-TZVPD basis.

Its energy relative to the best compared isomer or geometry (same formula, charge and spin) is 12.696 eV. The HOMO-LUMO gap is 7.7 eV. For the HOMO energy, the calculation gives -9.3 eV. As for the SMILES: C/C(Cl)=C(\Cl)c1cc2c(c(CC(=O)N(C)C)c1F)C(=O)c1c(OC#N)cccc1C2=O.O=C1c2ccccc2C(=O)c2ccccc21.O=C1c2ccccc2C(=O)c2ccccc21.O=C1c2ccccc2C(=O)c2ccccc21.O=C1c2ccccc2C(=O)c2ccccc21. The spin multiplicity is 1.

Element x y z (Å)
Cl (-2.375988, 2.546024, -0.954646)
Cl (-2.384680, 2.204385, -5.505998)
F (-5.727721, 2.809335, -3.835624)
O (-6.790306, 8.437750, -2.422512)
O (5.660782, -4.164055, -0.869710)
O (-1.735197, 8.268115, -2.320215)
O (-7.416653, 9.047198, 0.660889)
O (-4.651631, 3.146934, 6.781437)
O (-2.177960, -7.711460, -4.332628)
O (10.801768, -4.076104, -2.029064)
O (1.224820, -1.213267, -1.134289)
O (-8.915355, 4.601724, -0.925461)
O (-1.820949, -4.766697, 0.101791)
O (-0.328131, 2.699930, 3.688036)
O (11.050134, -3.850200, 3.295428)
N (-8.038342, 7.030551, 2.256309)
N (-8.022636, 2.710984, -2.028289)
C (-2.092388, 1.971190, -2.680774)
C (5.153236, -1.661652, -4.184054)
C (-3.524598, 4.002654, -3.352383)
C (-7.510318, 2.279180, -0.661626)
C (5.374952, -2.490575, -3.088516)
C (1.857534, -3.513777, 2.299932)
C (-3.163835, -8.711816, 0.459074)
C (-9.385832, 2.130553, -2.251890)
C (-1.087528, -5.150737, -4.587336)
C (2.523906, -2.707926, 0.124823)
C (1.620682, -2.711275, 1.188864)
C (-1.451308, -4.895515, -2.213186)
C (8.988657, -2.430680, 2.055045)
C (11.955948, -4.699202, -0.081967)
C (13.086835, -5.240140, 1.982992)
C (8.897776, -2.496138, -0.729684)
C (-2.354841, -6.847839, -0.843242)
C (-2.474285, -7.609073, -2.006131)
C (-5.102988, 4.017967, -3.390153)
C (-1.526176, -5.672726, -3.368979)
C (-4.026919, 3.322175, 1.830596)
C (-5.196029, 9.611031, 1.885849)
C (3.670367, -3.500984, 0.182539)
C (-7.571094, 5.272156, -2.924923)
C (-2.961894, -8.915415, -1.936141)
C (12.036037, -4.616971, 1.308278)
C (-0.924452, 2.789421, 8.644944)
C (-2.648610, 3.039582, 3.793477)
C (-3.522623, 8.456573, -0.514963)
C (-2.070435, -7.047925, -3.315329)
C (-2.181108, 2.939386, 8.067807)
C (-3.781910, 3.136563, 4.601002)
C (-5.962501, 5.264990, -2.927113)
C (-2.693261, 5.254724, -2.844563)
C (-2.316822, 2.933099, 6.678809)
C (13.952230, -6.055008, -0.115673)
C (11.010474, -3.876285, 2.076423)
C (4.422218, -2.574268, -2.071287)
C (12.910388, -5.429655, -0.792360)
C (-2.650815, 2.718154, -3.780993)
C (3.896267, -4.318361, 1.291317)
C (-1.873729, -5.449782, -0.907780)
C (0.198566, 2.620732, 7.837605)
C (0.068328, 2.620792, 6.452883)
C (-1.224242, 0.629601, -2.849721)
C (-3.536794, 6.480545, -2.384140)
C (3.976252, -0.921123, -4.272191)
C (14.045938, -5.952537, 1.270737)
C (10.874461, -4.001674, -0.814006)
C (-5.160654, 3.399025, 2.637362)
C (-5.965514, 9.039884, 0.627237)
C (-1.189365, 2.788662, 5.870311)
C (-0.586566, -3.854055, -4.649734)
C (-3.660367, 3.075417, 6.074394)
C (7.958676, -1.756018, -0.018748)
C (-5.039930, 3.306847, 4.019828)
C (-7.756833, 7.871998, 1.423052)
C (-2.781594, 9.018155, 0.729576)
C (-2.786120, 7.794651, -1.799718)
C (-5.123355, 6.507044, -2.421444)
C (-3.306150, -9.463839, -0.705234)
C (-8.201248, 4.180035, -1.901301)
C (-2.694839, -7.404107, 0.390753)
C (-1.313144, 2.829806, 4.395483)
C (3.027357, -0.997685, -3.258064)
C (9.888615, -3.205885, -0.049408)
C (2.990129, -4.324007, 2.346832)
C (-0.530440, -3.070897, -3.498525)
C (7.999642, -1.729352, 1.373550)
C (4.660561, -3.469356, -0.917055)
C (-3.614981, 9.601240, 1.944866)
C (-0.961713, -3.589772, -2.281094)
C (-5.109265, 8.479717, -0.549254)
C (2.254391, -1.864842, -1.060156)
C (9.941228, -3.162721, 1.343764)
C (3.253478, -1.817626, -2.150534)
C (-5.815369, 7.862561, -1.873662)
C (-2.772662, 3.138122, 2.406328)
H (8.857624, -2.514893, -1.814597)
H (-0.457421, 0.625217, -1.991143)
H (-3.053122, 3.065261, 8.702359)
H (14.696035, -6.618837, -0.670063)
H (-1.131141, -5.753935, -5.489171)
H (-0.820296, 2.801883, 9.725399)
H (-10.083793, 2.211882, -1.338555)
H (7.262042, -1.157423, 1.928162)
H (1.177843, 2.494579, 8.288861)
H (5.897722, -1.594200, -4.971277)
H (-4.121524, 3.403735, 0.752615)
H (2.114272, -0.414240, -3.330277)
H (14.866428, -6.430363, 1.796910)
H (1.157500, -3.509420, 3.129448)
H (-5.852713, 10.006719, 2.741480)
H (-2.591054, -6.821433, 1.301037)
H (0.733552, -2.086045, 1.156128)
H (-1.643558, 8.987105, 0.802955)
H (-1.864340, -0.323954, -2.698387)
H (-8.313925, 2.325677, 0.152369)
H (6.293199, -3.067416, -3.028001)
H (13.162448, -5.168266, 3.063737)
H (7.191922, -1.200584, -0.550514)
H (3.800461, -0.280049, -5.130521)
H (-0.145954, -2.056703, -3.548917)
H (-9.934881, 2.582047, -3.166227)
H (-0.749234, 0.619598, -3.891746)
H (-3.069896, -9.508376, -2.839128)
H (3.169594, -4.956939, 3.210337)
H (-3.112767, 10.009831, 2.898978)
H (-3.420834, -9.144893, 1.420723)
H (12.845963, -5.508661, -1.873218)
H (9.018215, -2.402064, 3.140029)
H (-5.926671, 3.372370, 4.642935)
H (-0.910766, -2.975973, -1.386490)
H (-3.680896, -10.481292, -0.652143)
H (-6.682665, 3.039821, -0.380591)
H (-1.893631, 3.075903, 1.771667)
H (-7.954653, 5.112804, -4.006294)
H (4.779682, -4.947939, 1.336313)
H (-7.030726, 1.238874, -0.779974)
H (0.947914, 2.494384, 5.829151)
H (-8.020166, 6.283408, -2.592866)
H (-1.545097, 5.196417, -2.827060)
H (-6.139509, 3.535453, 2.187731)
H (-9.239659, 0.997011, -2.441577)
H (-0.241167, -3.452298, -5.597376)

Forces on the atoms, in the same order (eV/Å):
Cl 0.4 -0.9 -2.3
Cl -0.5 0.8 2.2
F 1.6 3.3 1.1
O 3.5 -2.4 2.1
O -0.3 0.2 0.0
O -4.1 -2.1 2.4
O 1.1 -4.0 1.8
O 0.3 0.0 -0.2
O 0.0 0.2 0.3
O 0.0 0.0 0.3
O 0.2 -0.1 -0.1
O 3.1 -1.1 -4.2
O 0.0 -0.2 -0.3
O -0.3 0.0 0.2
O 0.0 0.0 -0.4
N 1.5 4.4 -4.8
N -0.7 1.4 1.0
C -0.7 0.5 -3.0
C -0.1 -0.1 0.2
C -0.7 2.1 0.1
C 1.0 0.1 -0.1
C 0.0 0.1 -0.2
C 0.1 0.1 -0.2
C 0.1 0.2 -0.1
C -0.8 -1.3 -0.4
C 0.1 0.2 -0.1
C 0.0 -0.1 0.3
C -0.1 -0.1 0.2
C 0.1 0.3 -0.3
C -0.2 0.1 -0.1
C 0.3 -0.2 0.1
C 0.2 -0.2 -0.1
C -0.2 0.2 0.1
C -0.1 -0.4 0.1
C -0.1 -0.2 0.3
C 1.7 1.5 0.8
C 0.2 0.4 -0.2
C 0.1 0.0 0.3
C 1.8 -1.4 -2.8
C -0.2 -0.1 0.3
C 0.1 -0.3 0.0
C -0.1 -0.1 0.2
C 0.3 -0.2 -0.1
C -0.1 0.0 -0.2
C -0.3 0.1 -0.3
C -1.8 1.1 2.5
C -0.1 -0.6 -0.8
C 0.2 0.0 0.2
C -0.2 0.0 -0.4
C 3.3 0.1 0.2
C -4.9 -0.1 -0.4
C 0.3 0.0 0.3
C -0.2 0.1 0.0
C 0.0 0.0 1.0
C 0.1 0.2 -0.4
C 0.2 -0.1 0.1
C 0.1 -0.6 4.0
C -0.1 0.0 0.2
C 0.1 0.6 0.9
C -0.1 0.0 -0.2
C 0.1 0.0 0.2
C -0.5 0.7 0.9
C -0.8 -1.8 -0.5
C -0.1 -0.1 0.2
C -0.2 0.1 0.0
C -0.1 -0.1 -1.0
C 0.1 0.0 0.2
C 5.2 0.4 0.5
C 0.2 0.0 0.4
C -0.1 -0.2 0.1
C -0.9 0.1 0.6
C 0.2 -0.2 0.0
C -0.1 0.0 -0.2
C -0.8 -0.8 2.8
C -3.7 0.1 0.0
C 1.4 0.8 -1.0
C 1.5 -2.4 -0.7
C 0.1 0.2 -0.1
C -2.7 1.5 3.1
C -0.1 -0.2 0.1
C 0.8 -0.1 -0.6
C 0.2 0.0 -0.2
C -0.3 0.3 0.1
C 0.1 0.1 -0.2
C -0.1 -0.2 0.1
C 0.2 -0.1 0.0
C 0.8 -0.6 0.1
C -2.5 -1.4 -3.0
C 0.1 0.2 -0.2
C 0.7 0.4 1.5
C -0.8 0.4 0.0
C -0.3 0.2 -0.1
C 0.1 0.1 -0.3
C -1.2 1.0 -0.6
C -0.2 0.1 -0.2
H 0.1 -0.1 0.2
H -0.9 -0.1 -1.6
H 0.0 0.0 -0.2
H -0.1 0.1 0.1
H -0.1 0.0 0.2
H 0.0 0.0 -0.1
H 1.1 0.2 -1.2
H 0.1 -0.1 -0.1
H -0.1 0.0 -0.1
H -0.1 0.0 0.1
H 0.0 0.0 0.2
H 0.1 -0.1 0.2
H -0.1 0.1 0.0
H 0.1 0.0 -0.1
H 1.3 -0.7 -1.4
H 0.0 0.1 -0.2
H 0.2 -0.1 -0.1
H -1.9 0.1 -0.2
H 0.8 1.7 -0.3
H 1.1 -0.2 -1.2
H -0.2 0.0 0.1
H -0.2 0.1 -0.2
H 0.1 -0.1 0.0
H 0.0 -0.1 0.1
H 0.0 -0.1 0.1
H 1.2 -0.6 1.5
H -0.6 0.0 1.6
H 0.1 0.2 0.0
H 0.0 0.1 -0.1
H -0.8 -0.8 -1.9
H 0.0 0.1 -0.1
H -0.1 0.1 0.2
H 0.1 -0.1 -0.2
H 0.2 0.0 0.0
H 0.0 -0.2 0.0
H 0.0 0.1 0.0
H -1.2 -1.4 -0.3
H 0.0 0.0 0.3
H 0.7 -0.1 1.8
H -0.1 0.2 -0.2
H -0.9 1.6 0.3
H -0.2 0.0 -0.1
H 1.1 -1.7 -0.4
H -2.1 0.3 0.0
H 0.1 0.0 0.1
H -0.2 1.9 0.2
H 0.0 -0.1 0.1